81
Properties=species:S:1:pos:R:3:lowdin_charge:R:1 method="wB97M-V/def2-TZVPD" gap_ev=2.6136 lumo_energy_ev=-10.770 total_energy_ha=-3678.136020 de_lowest_kcal_mol=0.0 total_charge=+2
C 5.669 3.556 2.013 -0.1385
C 4.492 3.033 1.142 -0.4093
P 4.055 1.403 1.800 1.0651
C 3.660 1.754 3.553 -0.2377
C 2.412 0.697 1.161 -0.5746
O 2.055 -0.252 2.143 -0.1540
C 2.413 0.017 -0.248 -0.3600
N 3.546 -0.896 -0.145 0.0803
C 2.936 0.910 -1.424 -0.0560
C 2.298 2.104 -2.177 -0.6069
N 2.994 3.352 -1.769 0.0819
N 0.899 2.413 -2.104 0.1031
N 2.631 1.838 -3.607 0.0725
C 0.994 -0.818 -0.498 -0.2334
C 1.149 -2.238 0.100 -0.1555
C -0.093 -3.140 0.209 -0.1995
C 0.316 -4.603 -0.001 -0.2256
O -0.780 -5.463 0.012 -0.1499
C -1.129 -5.934 1.291 -0.0864
C 1.016 -1.026 -2.048 -0.0212
C 0.158 -2.090 -2.703 -0.5088
O 0.570 -3.187 -2.839 0.1810
O -1.021 -1.712 -3.244 0.1093
C -0.254 -0.046 0.046 -0.5065
I -1.077 -0.671 2.064 1.4592
C -1.488 -0.105 -0.835 -0.1970
C -2.653 0.767 -0.363 -0.3019
C -3.922 -0.050 -0.116 -0.4787
S -5.008 1.051 0.816 0.9277
C -6.378 -0.031 1.200 -1.0512
S -6.163 -1.192 2.291 0.7826
N -7.544 0.219 0.542 -0.1415
C -7.884 1.380 -0.150 -0.0786
C -9.115 1.147 -0.645 -0.1031
N -9.562 -0.101 -0.277 0.1027
C -8.634 -0.642 0.430 -0.1354
O -0.090 1.348 0.280 -0.2589
S 1.033 1.869 1.210 0.6668
O 1.363 3.181 0.823 -0.1690
O 0.501 1.756 2.582 -0.4995
H 5.254 4.076 2.870 0.0706
H 6.275 2.752 2.421 0.0655
H 6.261 4.257 1.444 0.0810
H 4.871 2.941 0.135 0.0580
H 3.702 3.770 1.186 0.0687
H 3.374 0.858 4.085 0.0437
H 2.876 2.504 3.617 0.0462
H 4.552 2.146 4.027 0.0503
H 2.852 -0.701 2.455 0.1010
H 3.631 -1.514 -0.936 0.1087
H 3.652 -1.364 0.737 0.0819
H 3.292 0.219 -2.176 0.1089
H 3.877 1.286 -1.042 0.1022
H 2.333 4.094 -1.598 0.0751
H 3.658 3.628 -2.474 0.0844
H 0.658 3.169 -2.723 0.1021
H 0.258 1.647 -2.186 0.0505
H 3.616 1.633 -3.721 0.0807
H 2.395 2.658 -4.150 0.0818
H 1.817 -2.769 -0.567 0.1153
H 1.646 -2.253 1.059 0.1082
H -0.490 -3.132 1.223 0.0329
H -0.922 -2.884 -0.445 0.1029
H 0.961 -4.851 0.850 0.1317
H 0.923 -4.731 -0.890 0.1273
H -1.890 -6.693 1.188 0.0976
H -1.505 -5.124 1.920 0.0818
H -0.278 -6.382 1.807 0.0960
H 0.885 -0.104 -2.604 0.1136
H 2.006 -1.402 -2.254 0.1290
H -1.704 -2.334 -2.960 0.1375
H -1.232 0.184 -1.845 0.1204
H -1.794 -1.142 -0.856 0.0997
H -2.899 1.484 -1.140 0.1289
H -2.455 1.357 0.526 0.0501
H -4.395 -0.281 -1.063 0.1025
H -3.724 -0.947 0.465 0.0416
H -7.298 2.268 -0.249 0.0980
H -9.668 1.842 -1.245 0.1125
H -8.681 -1.614 0.880 0.1187
Pd -1.048 1.851 3.718 0.7991